Entry A
Formula: C6H10N4O
Source: the OMol25 dataset
Level of theory: the ωB97M-V functional and the def2-TZVPD basis

Values from the calculation:
lowest unoccupied orbital energy = 0.014 hartree
HOMO-LUMO gap = 7.5628 eV

Geometry as ORCA input:
```
! RIJCOSX wB97M-V def2-TZVPD def2/J DEFGRID3
* xyz 0 1
N -3.50 -2.01 0.62
H 2.08 0.66 0.89
H -5.01 -2.75 1.45
H -1.24 -0.94 3.59
N -0.11 -0.84 1.39
N -1.76 -0.53 -0.14
C 0.46 0.59 -0.52
H 1.96 0.37 -2.06
N -4.27 -2.96 0.78
C -0.63 -1.86 1.99
C 1.26 -0.26 -1.52
H 1.81 -1.03 -1.00
C -0.45 -0.27 0.30
O -1.09 -1.83 3.20
H -2.09 -0.12 -1.00
C -2.42 -1.52 0.46
H 0.85 1.90 1.15
C 1.41 1.36 0.40
H -0.16 1.31 -1.08
H 1.99 2.07 -0.18
H 0.60 -0.73 -2.25
*
```

***

Entry B
Formula: C6H10N4O
Source: the OMol25 dataset
Level of theory: the ωB97M-V functional and the def2-TZVPD basis

Values from the calculation:
lowest unoccupied orbital energy = 0.023 hartree
structure (SMILES) = CN(C)C(=O)C#N.CN=C=N
HOMO-LUMO gap = 9.6655 eV

Geometry as ORCA input:
```
! RIJCOSX wB97M-V def2-TZVPD def2/J DEFGRID3
* xyz 0 1
N -1.58 0.95 -0.13
H 2.97 0.08 0.14
H 1.57 -0.87 -1.78
H 1.69 1.24 0.18
N -1.03 0.28 2.61
H -2.37 2.41 1.05
C 1.63 -1.66 -1.02
N -2.25 -0.39 -1.96
C -0.54 -0.21 1.68
H -0.54 2.02 1.13
O -0.89 -2.02 0.32
C -1.46 2.26 0.41
N 1.06 -0.86 0.11
H 1.99 0.20 1.67
C 1.89 0.23 0.54
H 1.07 -2.56 -1.34
H -2.52 -1.40 -2.01
H 2.69 -1.88 -0.89
C -0.13 -1.10 0.61
H -1.28 3.02 -0.32
C -1.94 0.24 -1.00
*
```

***

Short version: entry B is the most stable of them.

***

Entry A
Formula: C6H10N4O
Source: the OMol25 dataset
Level of theory: the ωB97M-V functional and the def2-TZVPD basis

Values from the calculation:
lowest unoccupied orbital energy = 0.011 hartree
structure (SMILES) = C/C=C(\O)n1ncnn1.C=C
HOMO-LUMO gap = 8.8242 eV

Geometry as ORCA input:
```
! RIJCOSX wB97M-V def2-TZVPD def2/J DEFGRID3
* xyz 0 1
H -0.79 -2.34 2.27
H -4.05 -0.06 0.67
C 0.09 0.91 -0.40
C 1.02 0.64 -1.38
H 2.47 1.83 -0.59
H -0.28 1.85 1.35
C 2.32 1.33 -1.54
H 0.81 -0.31 2.12
C -3.01 -0.16 0.22
N -1.52 -0.61 -1.20
H 2.29 2.07 -2.42
H 3.33 0.74 -1.70
H 0.63 -0.05 -2.09
N -1.12 0.29 -0.38
H -0.11 -3.25 0.99
H 1.52 -1.03 0.79
N -2.72 -0.90 -0.84
C -0.04 -2.22 1.56
O 0.43 1.78 0.58
C 0.70 -1.15 1.40
N -1.98 0.65 0.58
*
```

***

Entry B
Formula: C6H10N4O
Source: the OMol25 dataset
Level of theory: the ωB97M-V functional and the def2-TZVPD basis

Values from the calculation:
lowest unoccupied orbital energy (spin up / spin down) = 0.029 / 0.004 hartree
HOMO-LUMO gap (spin up / spin down) = 8.0504 / 7.8002 eV

Geometry as ORCA input:
```
! RIJCOSX wB97M-V def2-TZVPD def2/J DEFGRID3
* xyz 0 1
N 0.43 0.41 0.43
N 1.23 -0.60 0.25
H -0.56 -2.83 -1.06
C -0.81 -1.80 -1.14
H -3.46 1.47 0.52
C -1.42 -1.23 0.02
H -2.77 2.93 0.83
C -0.95 0.20 0.35
H 4.17 -0.81 0.35
H 3.14 -2.12 -0.22
C 3.50 -1.08 -0.40
N 0.78 1.68 0.66
H -1.28 -1.85 0.82
N -2.69 1.97 0.48
H -0.47 3.39 1.07
H -0.82 -1.20 -2.18
C -0.36 2.36 0.75
C -1.46 1.44 0.55
H 3.96 -1.01 -1.39
O 2.36 -0.12 -0.46
H -2.52 -1.19 -0.25
*
```

***

Entry C
Formula: C6H10N4O
Source: the OMol25 dataset
Level of theory: the ωB97M-V functional and the def2-TZVPD basis

Values from the calculation:
lowest unoccupied orbital energy (spin up / spin down) = 0.028 / 0.004 hartree
HOMO-LUMO gap (spin up / spin down) = 8.4606 / 6.7730 eV

Geometry as ORCA input:
```
! RIJCOSX wB97M-V def2-TZVPD def2/J DEFGRID3
* xyz 0 1
N 1.60 -1.46 0.50
O -2.60 0.78 0.75
C -1.08 2.43 -0.24
H 2.26 -1.58 1.31
C -1.46 -1.31 -0.14
C -1.62 1.09 0.12
H -1.62 3.23 0.43
N 0.27 0.00 -1.04
H 2.72 0.82 1.21
C -2.29 -2.24 0.16
N -1.00 -0.07 -0.54
C 1.41 -0.23 -0.03
N 0.83 -2.49 0.05
H -1.27 2.51 -1.31
H 0.64 -3.18 0.77
H 0.35 -0.61 -1.83
H 2.05 1.78 -0.14
H -1.96 -3.05 0.72
C 2.08 0.81 0.37
H -0.07 2.48 0.03
H -3.29 -2.41 -0.11
*
```

***

Short version: entry A is the most stable of them.

***

Entry A
Formula: C4H3N2O
Source: the OMol25 dataset
Level of theory: the ωB97M-V functional and the def2-TZVPD basis

Values from the calculation:
lowest unoccupied orbital energy (spin up / spin down) = -0.231 / -0.231 hartree
structure (SMILES) = C#[N+]/C=C\C#[N+][O-]
HOMO-LUMO gap (spin up / spin down) = 7.5705 / 7.5743 eV

Geometry as ORCA input:
```
! RIJCOSX wB97M-V def2-TZVPD def2/J DEFGRID3
* xyz 1 1
C -1.84 -0.71 -0.90
H -0.69 0.41 3.16
C 0.41 0.08 -0.36
C -0.22 0.23 2.10
N -2.96 -0.97 -0.88
H -0.09 -0.58 -2.28
O -4.11 -1.16 -0.74
N 0.13 0.23 0.97
H 1.41 0.18 -0.83
C -0.57 -0.32 -1.30
*
```

***

Entry B
Formula: C4H3N2O
Source: the OMol25 dataset
Level of theory: the ωB97M-V functional and the def2-TZVPD basis

Values from the calculation:
lowest unoccupied orbital energy (spin up / spin down) = -0.252 / -0.252 hartree
HOMO-LUMO gap (spin up / spin down) = 8.2315 / 8.2300 eV

Geometry as ORCA input:
```
! RIJCOSX wB97M-V def2-TZVPD def2/J DEFGRID3
* xyz 1 1
C 1.15 1.39 -0.07
C -0.05 -0.53 -0.21
N -1.10 1.59 0.10
H 1.86 2.06 -0.19
O -2.08 -0.74 -0.10
C -0.94 -1.48 0.05
C -1.19 0.40 -0.24
H -0.92 -2.43 0.45
H 2.12 -0.38 0.25
N 1.15 0.12 -0.05
*
```

***

Short version: entry A is the most stable of them.

***

Entry A
Formula: C3H7NO
Source: the OMol25 dataset
Level of theory: the ωB97M-V functional and the def2-TZVPD basis

Values from the calculation:
lowest unoccupied orbital energy = 0.039 hartree
structure (SMILES) = C/N=C/OC
HOMO-LUMO gap = 9.9109 eV

Geometry as ORCA input:
```
! RIJCOSX wB97M-V def2-TZVPD def2/J DEFGRID3
* xyz 0 1
H -1.94 0.16 -1.96
H 1.08 -1.36 -0.48
C 0.39 -0.51 -0.50
C -1.86 0.03 -0.88
C 1.49 0.49 1.02
H 2.58 0.47 0.94
N 0.72 0.68 -0.22
O -0.84 -0.95 -0.72
H 1.14 1.30 1.66
H -1.62 0.99 -0.40
H 1.17 -0.43 1.54
H -2.77 -0.40 -0.47
*
```

***

Entry B
Formula: C3H7NO
Source: the OMol25 dataset
Level of theory: the ωB97M-V functional and the def2-TZVPD basis

Values from the calculation:
lowest unoccupied orbital energy = 0.033 hartree
HOMO-LUMO gap = 11.0954 eV

Geometry as ORCA input:
```
! RIJCOSX wB97M-V def2-TZVPD def2/J DEFGRID3
* xyz 0 1
C 0.94 -0.39 0.46
H 2.16 1.56 0.55
H -2.50 1.36 0.23
C 1.69 0.62 -0.31
H -0.68 1.32 0.68
C -1.49 0.86 0.14
O -0.20 -1.09 -0.11
H 1.59 -1.31 0.63
H 0.67 0.06 1.49
N -1.44 -0.31 -0.33
H 0.98 1.23 -1.11
H 2.61 0.18 -1.02
*
```

***

Entry C
Formula: C3H7NO
Source: the OMol25 dataset
Level of theory: the ωB97M-V functional and the def2-TZVPD basis

Values from the calculation:
lowest unoccupied orbital energy = 0.040 hartree
structure (SMILES) = C=CN.C=O
HOMO-LUMO gap = 9.1737 eV

Geometry as ORCA input:
```
! RIJCOSX wB97M-V def2-TZVPD def2/J DEFGRID3
* xyz 0 1
H -0.46 -2.56 -0.25
H -1.30 1.02 -0.83
H 2.47 0.94 0.23
H 1.96 2.26 -0.98
H -0.89 -0.56 -1.77
H -1.31 -0.15 1.23
C -0.94 -0.65 0.34
C 1.82 1.80 0.02
N -0.57 -1.97 0.55
O 1.04 2.24 0.82
C -1.11 -0.05 -0.84
H -0.70 -2.31 1.48
*
```

***

Short version: entry C is the most stable of them.